#P
C4H15NO3 | wB97M-V/def2-TZVPD

The lowest unoccupied orbital energy comes out at 0.53 eV. Its structure (SMILES) is C=C(C)NC.O.O.O. The value obtained for the HOMO-LUMO gap is 8.34 eV.

```
! RIJCOSX wB97M-V def2-TZVPD def2/J DEFGRID3
* xyz 0 1
O -1.703 2.628 -0.960
O 0.509 2.941 0.547
O 1.093 -2.492 -2.157
N 0.870 -1.016 0.757
C 0.016 -0.258 -0.104
C 0.593 0.171 -1.225
C -1.455 -0.340 0.078
C 0.392 -1.692 1.963
H -2.238 3.427 -0.850
H -1.922 0.279 -0.745
H 1.169 2.451 0.044
H 0.918 3.444 1.255
H -0.601 -2.069 1.703
H 1.629 -3.282 -2.238
H 1.605 0.092 -1.598
H -1.873 0.096 0.991
H 0.004 0.745 -1.951
H 0.982 -2.211 -1.241
H -1.922 -1.340 -0.018
H -1.218 2.736 -0.114
H 1.033 -2.571 2.187
H 0.293 -1.002 2.813
H 1.826 -0.737 0.863
*
```

---

#Q
C4H15NO3 | wB97M-V/def2-TZVPD

The lowest unoccupied orbital energy comes out at -4.14 eV. The value obtained for the HOMO-LUMO gap is 5.47 eV.

```
! RIJCOSX wB97M-V def2-TZVPD def2/J DEFGRID3
* xyz 0 1
O -1.284 2.383 -0.513
O 0.119 0.387 2.090
O 1.817 0.615 0.277
N -0.030 0.384 -1.424
C 0.880 -2.485 -0.575
C -0.457 1.644 2.042
C -0.825 -0.517 -0.707
C -0.503 -2.005 -1.008
H -0.609 -2.144 -2.093
H -1.230 -2.585 -0.502
H 2.489 1.331 0.284
H -1.144 3.181 -1.032
H 1.657 -1.910 -1.051
H -1.837 -0.301 -0.930
H 0.894 0.517 1.462
H -0.676 -0.337 0.404
H 1.015 0.378 -1.021
H 1.054 -2.323 0.493
H 1.017 -3.523 -0.824
H -1.426 1.561 1.502
H -0.604 2.064 3.039
H 0.135 2.302 1.428
H -0.453 1.385 -1.343
*
```

---

#R
C4H15NO3 | wB97M-V/def2-TZVPD

The lowest unoccupied orbital energy comes out at 0.65 eV. Its structure (SMILES) is CNC[C@@H](C)O.O.O. The value obtained for the HOMO-LUMO gap is 9.51 eV.

```
! RIJCOSX wB97M-V def2-TZVPD def2/J DEFGRID3
* xyz 0 1
O -1.018 0.857 2.994
O 0.278 -2.900 -0.792
O -1.128 -0.669 0.123
N 1.016 0.687 0.525
C 2.391 1.312 0.677
C -1.381 0.139 -2.265
C 0.649 0.467 -0.883
C -0.863 0.417 -0.782
H -0.935 -0.984 -2.374
H 1.133 -0.408 -1.243
H -0.028 -2.399 0.028
H 3.212 0.739 0.276
H -0.917 0.625 -3.050
H 0.762 -0.036 1.219
H 2.511 1.301 1.740
H 1.095 -2.324 -0.691
H -1.258 0.610 2.124
H 2.318 2.271 0.153
H 1.152 1.295 -1.322
H -2.097 -0.632 0.144
H -0.176 1.319 3.119
H -2.448 0.231 -2.618
H -1.268 1.258 -0.260
*
```

---

Which structure is the least stable? The one labeled #Q.

---

#P
C4H15NO3 | wB97M-V/def2-TZVPD

The lowest unoccupied orbital energy comes out at 0.65 eV. Its structure (SMILES) is CC/C=C/N.O.O.O. The value obtained for the HOMO-LUMO gap is 9.33 eV.

```
! RIJCOSX wB97M-V def2-TZVPD def2/J DEFGRID3
* xyz 0 1
O 0.241 -2.043 2.888
O -0.638 0.703 2.402
O 1.895 -2.056 -2.862
N 1.387 -1.461 0.166
C 0.219 -0.778 -0.145
C -1.211 2.456 -0.860
C -1.131 0.989 -1.245
C 0.170 0.350 -0.861
H -1.092 2.561 0.222
H -0.381 1.575 2.721
H 1.404 -1.937 1.059
H -0.302 0.636 1.490
H 2.232 -0.947 -0.016
H -0.427 3.012 -1.373
H 1.016 1.042 -0.856
H 1.051 -1.699 -3.148
H 1.935 -1.898 -1.907
H -0.663 -1.395 0.044
H -1.395 0.963 -2.304
H -2.182 2.858 -1.152
H -1.962 0.498 -0.720
H -0.131 -1.176 2.674
H -0.034 -2.253 3.782
*
```

---

#Q
C4H15NO3 | wB97M-V/def2-TZVPD

The lowest unoccupied orbital energy comes out at -4.36 eV. The value obtained for the HOMO-LUMO gap is 4.04 eV.

```
! RIJCOSX wB97M-V def2-TZVPD def2/J DEFGRID3
* xyz 0 1
O 1.389 -1.513 1.008
O -2.357 -0.138 1.664
O -0.944 -2.127 0.470
N -1.155 -0.007 -1.400
C 2.637 1.188 -0.670
C -1.058 1.062 -0.556
C 0.288 1.126 0.175
C 1.372 1.571 -0.758
H 1.689 -0.981 -2.453
H -2.008 -0.991 1.355
H 2.196 -1.417 -2.148
H 0.677 0.111 0.539
H -3.264 -0.282 1.960
H 3.364 1.453 -1.412
H -0.011 -1.915 0.691
H 1.204 2.298 -1.543
H 2.956 0.471 0.056
H 0.280 1.631 1.133
H 1.471 -2.131 1.723
H -1.262 2.043 -0.952
H -1.312 0.388 -2.354
H -1.012 -1.760 -0.366
H -1.927 1.037 0.162
*
```

---

Which structure is the least stable? The one labeled #Q.

---

#P
C5H12NO | wB97M-V/def2-TZVPD

The lowest unoccupied orbital energy (spin up / spin down) comes out at 0.37 / -1.71 eV. The value obtained for the HOMO-LUMO gap (spin up / spin down) is 8.01 / 5.93 eV.

```
! RIJCOSX wB97M-V def2-TZVPD def2/J DEFGRID3
* xyz 0 2
O 1.593 -0.352 -1.648
N -1.462 1.590 1.460
C -0.638 -0.201 -0.040
C -3.062 0.038 0.177
C 1.789 -0.319 -0.385
C 0.705 -0.026 0.624
C -1.702 0.550 0.616
H 2.742 0.372 -0.121
H -1.646 2.440 0.832
H -1.162 -1.211 -0.279
H 4.250 -1.571 -1.262
H 0.798 -0.681 1.485
H -3.882 0.439 0.810
H 2.227 -1.303 0.033
H 0.854 1.059 1.012
H 4.790 -1.181 -1.665
H -3.369 -0.943 -0.146
H -2.323 1.012 -0.487
H -0.502 0.288 -1.018
*
```

---

#Q
C5H12NO | wB97M-V/def2-TZVPD

The lowest unoccupied orbital energy (spin up / spin down) comes out at 1.01 / -1.24 eV. The value obtained for the HOMO-LUMO gap (spin up / spin down) is 10.18 / 7.93 eV.

```
! RIJCOSX wB97M-V def2-TZVPD def2/J DEFGRID3
* xyz 0 2
O 0.456 -1.810 -2.701
N -2.010 1.373 1.487
C 1.211 0.438 0.061
C 0.603 -1.561 -1.467
C 0.868 0.059 -1.357
C 0.173 -0.043 1.157
C -1.301 0.301 0.693
H -2.001 -0.673 0.667
H -1.311 0.584 -0.327
H 0.410 0.378 2.145
H 2.146 -0.063 0.323
H 1.654 0.288 -2.006
H -1.721 1.386 2.430
H 0.317 -1.113 1.281
H -1.968 2.227 1.082
H 1.471 -1.942 -1.028
H -0.037 0.569 -1.652
H -0.299 -1.924 -1.058
H 1.340 1.527 0.268
*
```

---

Which structure is the least stable? The one labeled #P.

---

#P
C2H12O3S | wB97M-V/def2-TZVPD

The lowest unoccupied orbital energy comes out at 0.33 eV. Its structure (SMILES) is CSC.O.O.O. The value obtained for the HOMO-LUMO gap is 8.41 eV.

```
! RIJCOSX wB97M-V def2-TZVPD def2/J DEFGRID3
* xyz 0 1
S -0.976 -1.890 -1.410
O -0.999 2.206 0.862
O -0.481 0.327 2.872
O 1.513 1.150 -0.033
C 0.171 -1.693 -0.017
C -0.066 -1.009 -2.716
H -0.646 -1.044 -3.634
H -1.105 1.460 1.499
H 0.681 1.514 0.383
H 0.889 -1.526 -2.731
H 0.092 0.038 -2.459
H 0.265 0.902 3.069
H 2.067 1.913 -0.231
H 0.290 -0.612 0.090
H 1.152 -2.141 -0.167
H -1.505 1.961 0.067
H -1.075 0.489 3.643
H -0.267 -2.046 0.913
*
```

---

#Q
C2H12O3S | wB97M-V/def2-TZVPD

The lowest unoccupied orbital energy comes out at 0.24 eV. Its structure (SMILES) is CSC.O.O.O. The value obtained for the HOMO-LUMO gap is 9.67 eV.

```
! RIJCOSX wB97M-V def2-TZVPD def2/J DEFGRID3
* xyz 0 1
S 0.039 -0.078 1.007
O -1.951 -2.135 -0.491
O -1.309 3.148 -0.160
O -1.005 0.635 -2.176
C 0.920 -1.705 -0.016
C 1.871 0.177 1.864
H -1.379 -1.379 -0.252
H -2.373 -1.800 -1.289
H 1.962 -1.492 -0.222
H -0.862 3.857 -0.649
H -1.737 1.236 -2.395
H 0.252 -1.795 -0.872
H -0.949 0.693 -1.192
H -0.616 2.592 0.209
H 1.992 -0.784 2.343
H 2.590 0.460 1.086
H 1.697 0.972 2.601
H 0.857 -2.603 0.606
*
```

---

#R
C2H12O3S | wB97M-V/def2-TZVPD

The lowest unoccupied orbital energy comes out at 0.44 eV. Its structure (SMILES) is CSC.O.O.O. The value obtained for the HOMO-LUMO gap is 9.39 eV.

```
! RIJCOSX wB97M-V def2-TZVPD def2/J DEFGRID3
* xyz 0 1
S -0.482 1.049 -1.143
O 2.277 -0.572 1.918
O -2.134 -1.026 1.909
O -0.457 -1.899 -0.388
C 0.144 1.735 0.414
C 1.001 0.399 -2.071
H -2.354 -0.711 1.025
H 1.865 -1.397 2.217
H -0.428 1.379 1.270
H 1.183 1.490 0.561
H 1.457 -0.089 1.647
H -0.049 2.809 0.433
H -1.640 -1.828 1.754
H 1.003 -0.665 -1.924
H 1.896 0.871 -1.700
H -0.116 -2.739 -0.698
H 0.772 0.698 -3.088
H -0.824 -1.272 -1.029
*
```

---

Which structure is the least stable? The one labeled #Q.

---

#P
CH4CsO | wB97M-V/def2-TZVPD

The lowest unoccupied orbital energy comes out at -3.99 eV. The value obtained for the HOMO-LUMO gap is 9.84 eV.

```
! RIJCOSX wB97M-V def2-TZVPD def2/J DEFGRID3
* xyz 1 1
Cs -2.240 2.400 -1.218
O 0.486 -0.264 1.275
C 0.277 -0.273 -0.103
H 1.169 0.037 -0.664
H -0.057 -1.244 -0.479
H -0.509 0.451 -0.342
H 0.874 -1.106 1.530
*
```

---

#Q
CH4CsO | wB97M-V/def2-TZVPD

The lowest unoccupied orbital energy comes out at -3.63 eV. The value obtained for the HOMO-LUMO gap is 12.16 eV.

```
! RIJCOSX wB97M-V def2-TZVPD def2/J DEFGRID3
* xyz 1 1
Cs -25.914 29.922 -26.037
O -23.876 28.978 -27.187
C -23.867 30.252 -27.763
H -22.823 30.555 -27.843
H -24.522 30.263 -28.635
H -24.208 30.996 -27.043
H -23.397 28.388 -27.775
*
```

---

Which structure is the least stable? The one labeled #Q.

---

#P
C6H11N2 | wB97M-V/def2-TZVPD

The lowest unoccupied orbital energy comes out at -2.89 eV. Its structure (SMILES) is CC1=C(C)C(=[NH2+])NC1. The value obtained for the HOMO-LUMO gap is 10.81 eV.

```
! RIJCOSX wB97M-V def2-TZVPD def2/J DEFGRID3
* xyz 1 1
N -0.178 0.302 -1.851
N 0.303 -2.019 -1.726
C -0.285 1.772 1.599
C 0.114 -0.432 0.418
C -0.305 1.434 -0.959
C 0.367 -1.463 1.433
C -0.145 0.873 0.425
C 0.092 -0.823 -1.250
H -0.865 2.648 1.331
H -0.363 -2.268 1.371
H 0.465 2.182 -1.175
H 0.698 2.102 1.936
H 1.362 -1.893 1.321
H 0.303 -1.017 2.422
H -1.279 1.917 -1.074
H -0.771 1.268 2.430
H 0.497 -2.775 -1.088
H -0.278 0.421 -2.850
H 0.267 -2.230 -2.714
*
```

---

#Q
C6H11N2 | wB97M-V/def2-TZVPD

The lowest unoccupied orbital energy comes out at -3.83 eV. Its structure (SMILES) is C=CCC[NH+]=C=NC. The value obtained for the HOMO-LUMO gap is 9.56 eV.

```
! RIJCOSX wB97M-V def2-TZVPD def2/J DEFGRID3
* xyz 1 1
N -0.152 0.299 -0.035
N 0.796 2.417 -0.825
C 1.255 3.721 -0.895
C -1.164 -2.456 0.203
C -0.598 -1.653 1.273
C -0.814 -2.600 -1.078
C 0.470 -0.649 0.971
C 0.384 1.440 -0.342
H -0.936 -0.069 -0.471
H -1.388 -3.294 -1.748
H -2.037 -2.934 0.526
H -0.297 -2.308 2.165
H 0.466 -0.020 1.995
H 0.593 4.484 -0.310
H 2.066 3.800 -0.200
H 1.501 -0.911 0.717
H -1.360 -1.097 1.691
H 0.053 -2.271 -1.742
H 1.161 4.100 -1.896
*
```

---

#R
C6H11N2 | wB97M-V/def2-TZVPD

The lowest unoccupied orbital energy comes out at -4.71 eV. Its structure (SMILES) is C#[N+]NCCCC=C. The value obtained for the HOMO-LUMO gap is 8.82 eV.

```
! RIJCOSX wB97M-V def2-TZVPD def2/J DEFGRID3
* xyz 1 1
N 0.635 -1.596 0.321
N 1.880 -1.919 0.458
C -1.113 1.205 2.019
C -0.766 1.200 -0.453
C -0.021 0.172 -1.358
C -0.325 1.147 0.966
C 0.007 -1.315 -1.000
C 2.955 -2.392 0.383
H -2.141 1.226 1.804
H 0.441 -0.727 0.828
H -0.811 1.346 3.049
H -1.041 -1.729 -0.897
H 0.502 -1.832 -1.727
H 0.903 0.619 -1.599
H 3.955 -2.489 0.435
H -1.857 1.009 -0.608
H 0.725 1.191 1.181
H -0.567 2.158 -0.900
H -0.573 0.001 -2.247
*
```

---

Which structure is the least stable? The one labeled #R.